Arrangement i

Formula: C46H60AsBrHgN8O7S2Si3
Source: OMol25
Level of theory: wB97M-V/def2-TZVPD

As for the HOMO energy: -1.68 eV. As for the total charge: -2. The multiplicity is 1. As for the HOMO-LUMO gap: 5.289 eV.

Element x y z (Å)
Hg1 0.67 -0.22 0.73
C1 -1.90 0.40 4.10
O1 -2.01 -0.59 3.09
C2 -2.15 -1.87 3.47
C3 -2.46 -2.28 4.75
C4 -2.57 -3.65 5.02
Br1 -3.06 -4.20 6.78
C5 -2.34 -4.60 4.06
C6 -2.01 -4.18 2.76
C7 -1.97 -2.82 2.43
O2 -1.70 -2.35 1.23
C8 -1.63 -5.15 1.74
N1 -1.43 -4.86 0.48
C9 -1.02 -6.03 -0.12
C10 -0.65 -6.27 -1.44
C11 -0.25 -7.54 -1.77
C12 -0.21 -8.57 -0.82
C13 -0.58 -8.35 0.50
C14 -0.98 -7.06 0.82
N2 -1.38 -6.48 2.01
H1 -2.88 0.61 4.55
H2 -1.51 1.29 3.60
H3 -1.18 0.10 4.86
H4 -2.62 -1.56 5.54
H5 -2.43 -5.64 4.31
H6 -1.57 -3.07 0.57
H7 -0.68 -5.46 -2.17
H8 0.06 -7.76 -2.79
H9 0.12 -9.56 -1.12
H10 -0.55 -9.14 1.23
H11 -1.41 -6.91 2.91
O3 1.27 -0.01 4.47
N3 1.86 0.88 5.18
C15 2.55 0.48 6.27
C16 3.14 1.35 7.16
C17 3.04 2.72 6.90
C18 2.39 3.12 5.76
C19 1.82 2.23 4.83
S1 1.11 2.75 3.37
H12 2.56 -0.59 6.39
H13 3.67 0.96 8.01
H14 3.46 3.44 7.59
H15 2.30 4.17 5.51
C20 6.31 -1.30 -1.69
C21 5.16 -1.84 -0.90
C22 4.46 -3.02 -0.98
C23 3.45 -2.91 0.01
N4 3.54 -1.77 0.66
N5 4.59 -1.14 0.11
C24 2.32 -3.85 0.29
H16 7.00 -2.11 -1.95
H17 6.86 -0.55 -1.13
H18 5.96 -0.84 -2.62
H19 4.62 -3.82 -1.68
H20 4.78 -0.19 0.38
H21 2.64 -4.89 0.30
H22 1.54 -3.73 -0.47
H23 1.87 -3.60 1.26
O4 -2.30 -2.76 -1.97
C25 -1.36 -2.36 -2.65
N6 -0.28 -1.68 -2.23
S2 0.77 -1.41 -3.40
O5 2.00 -2.17 -3.23
O6 0.96 0.00 -3.68
C26 -0.18 -2.14 -4.72
C27 0.08 -2.27 -6.07
C28 -0.88 -2.90 -6.85
C29 -2.05 -3.39 -6.28
C30 -2.29 -3.26 -4.92
C31 -1.33 -2.62 -4.15
H24 1.00 -1.88 -6.50
H25 -0.71 -3.01 -7.92
H26 -2.79 -3.87 -6.91
H27 -3.19 -3.63 -4.45
C32 -2.98 6.09 -0.01
Si1 -1.82 4.75 0.66
C33 -2.26 4.55 2.48
C34 -0.09 5.50 0.59
As1 -1.64 2.58 -0.22
Si2 -3.91 1.93 -0.17
C35 -4.24 0.51 -1.35
C36 -5.20 3.28 -0.48
C37 -4.29 1.28 1.54
Si3 -1.45 3.04 -2.54
C38 -2.47 4.52 -3.15
C39 -1.95 1.56 -3.58
C40 0.33 3.46 -2.96
H28 -2.84 6.97 0.61
H29 -4.02 5.79 0.03
H30 -2.75 6.36 -1.04
H31 -2.34 5.52 2.97
H32 -1.49 3.97 2.98
H33 -3.21 4.03 2.60
H34 -0.10 6.54 0.95
H35 0.31 5.49 -0.42
H36 0.58 4.93 1.23
H37 -4.31 0.83 -2.39
H38 -5.18 0.03 -1.07
H39 -3.45 -0.24 -1.28
H40 -5.00 3.88 -1.38
H41 -5.25 3.96 0.37
H42 -6.18 2.81 -0.60
H43 -3.67 0.41 1.74
H44 -5.34 0.98 1.60
H45 -4.10 2.02 2.32
H46 -3.47 4.55 -2.73
H47 -2.56 4.46 -4.24
H48 -1.97 5.46 -2.90
H49 -2.96 1.68 -3.98
H50 -1.91 0.64 -3.01
H51 -1.25 1.45 -4.40
H52 0.79 4.13 -2.23
H53 0.38 3.93 -3.95
H54 0.91 2.54 -2.99
N7 5.66 5.58 -1.16
C41 5.83 4.27 -1.52
O7 6.87 3.88 -2.02
C42 4.65 3.38 -1.28
C43 3.65 3.69 -0.36
C44 2.58 2.81 -0.23
N8 2.46 1.71 -0.96
C45 3.43 1.39 -1.81
C46 4.55 2.19 -2.00
H55 6.39 6.22 -1.41
H56 4.74 5.95 -0.98
H57 3.70 4.57 0.27
H58 1.80 2.98 0.50
H59 3.29 0.48 -2.38
H60 5.33 1.92 -2.69



Arrangement ii

Formula: C46H60AsBrHgN8O7S2Si3
Source: OMol25
Level of theory: wB97M-V/def2-TZVPD

As for the HOMO energy (spin up / spin down): -0.55 / -0.09 eV. As for the total charge: -2. The multiplicity is 1. As for the HOMO-LUMO gap (spin up / spin down): 4.139 / 3.684 eV.

Element x y z (Å)
Hg1 -0.54 -0.47 0.85
C1 -4.77 2.04 -0.68
O1 -3.70 1.29 -1.23
C2 -3.53 1.34 -2.56
C3 -4.25 2.15 -3.41
C4 -3.94 2.14 -4.77
Br1 -4.91 3.32 -5.92
C5 -3.00 1.30 -5.30
C6 -2.30 0.44 -4.44
C7 -2.53 0.48 -3.07
O2 -1.78 -0.26 -2.24
C8 -1.40 -0.55 -5.06
N1 -1.12 -0.60 -6.34
C9 -0.31 -1.71 -6.50
C10 0.30 -2.23 -7.64
C11 1.07 -3.37 -7.50
C12 1.25 -3.99 -6.26
C13 0.66 -3.49 -5.11
C14 -0.11 -2.34 -5.26
N2 -0.82 -1.58 -4.37
H1 -4.62 3.12 -0.83
H2 -4.79 1.81 0.38
H3 -5.73 1.75 -1.14
H4 -5.03 2.80 -3.04
H5 -2.78 1.27 -6.36
H6 -2.37 -0.88 -1.63
H7 0.16 -1.75 -8.60
H8 1.56 -3.79 -8.37
H9 1.87 -4.88 -6.19
H10 0.78 -3.96 -4.14
H11 -0.90 -1.69 -3.36
O3 2.07 -1.63 1.09
N3 1.80 -2.89 1.03
C15 2.37 -3.73 1.92
C16 2.12 -5.08 1.90
C17 1.23 -5.58 0.95
C18 0.61 -4.70 0.08
C19 0.88 -3.33 0.12
S1 0.09 -2.19 -0.91
H12 3.02 -3.25 2.64
H13 2.60 -5.72 2.62
H14 0.99 -6.63 0.92
H15 -0.12 -5.04 -0.63
C20 -2.51 3.09 4.83
C21 -2.02 2.90 3.43
C22 -1.97 3.74 2.34
C23 -1.44 2.96 1.29
N4 -1.18 1.74 1.73
N5 -1.52 1.73 3.03
C24 -1.19 3.34 -0.14
H16 -2.77 4.13 5.01
H17 -1.75 2.78 5.55
H18 -3.40 2.47 5.00
H19 -2.28 4.77 2.29
H20 -1.56 0.84 3.53
H21 -1.25 4.42 -0.27
H22 -1.94 2.87 -0.78
H23 -0.22 2.98 -0.46
O4 -3.21 -1.93 -1.04
C25 -3.50 -1.82 0.20
N6 -2.80 -0.96 1.07
S2 -3.60 -0.79 2.47
O5 -4.35 0.46 2.53
O6 -2.71 -0.94 3.62
C26 -4.69 -2.13 2.23
C27 -5.64 -2.69 3.05
C28 -6.45 -3.71 2.55
C29 -6.29 -4.13 1.20
C30 -5.37 -3.56 0.36
C31 -4.53 -2.53 0.86
H24 -5.75 -2.34 4.08
H25 -7.20 -4.16 3.18
H26 -6.92 -4.94 0.83
H27 -5.25 -3.90 -0.67
C32 5.62 0.98 -0.43
Si1 4.13 -0.08 0.16
C33 4.62 -0.28 1.96
C34 4.36 -1.51 -1.07
As1 2.12 1.22 -0.10
Si2 2.82 3.35 0.68
C35 1.92 4.79 -0.16
C36 4.63 3.90 0.63
C37 2.35 3.47 2.50
Si3 2.17 1.67 -2.42
C38 3.64 2.69 -3.01
C39 0.64 2.59 -2.98
C40 2.15 0.09 -3.43
H28 6.47 0.31 -0.64
H29 5.95 1.69 0.33
H30 5.41 1.54 -1.35
H31 5.35 -1.09 2.09
H32 3.76 -0.49 2.60
H33 5.09 0.65 2.32
H34 4.77 -2.40 -0.56
H35 5.04 -1.23 -1.87
H36 3.40 -1.81 -1.51
H37 1.82 4.65 -1.24
H38 2.48 5.71 0.02
H39 0.92 4.91 0.26
H40 5.11 3.70 -0.33
H41 5.21 3.39 1.40
H42 4.67 4.98 0.81
H43 1.27 3.31 2.63
H44 2.60 4.46 2.89
H45 2.87 2.72 3.10
H46 3.85 3.54 -2.35
H47 3.44 3.09 -4.02
H48 4.55 2.08 -3.07
H49 0.56 3.62 -2.60
H50 -0.26 2.05 -2.67
H51 0.63 2.64 -4.08
H52 3.06 -0.51 -3.29
H53 2.04 0.31 -4.49
H54 1.31 -0.52 -3.11
N7 0.82 -2.02 7.87
C41 1.34 -0.95 7.11
O7 2.01 -0.08 7.69
C42 1.07 -0.99 5.71
C43 0.45 -2.08 5.03
C44 0.13 -1.98 3.70
N8 0.38 -0.89 2.94
C45 1.06 0.13 3.56
C46 1.42 0.12 4.88
H55 0.85 -1.80 8.85
H56 -0.08 -2.37 7.57
H57 0.24 -3.01 5.54
H58 -0.34 -2.82 3.19
H59 1.31 0.97 2.92
H60 1.96 0.96 5.30



Arrangement iii

Formula: C46H60AsBrHgN8O7S2Si3
Source: OMol25
Level of theory: wB97M-V/def2-TZVPD

As for the HOMO energy: -1.99 eV. As for the total charge: -2. The multiplicity is 1. As for the HOMO-LUMO gap: 5.582 eV.

Element x y z (Å)
Hg1 0.46 -0.42 -0.28
C1 -2.05 1.92 1.63
O1 -1.59 2.07 0.30
C2 -1.52 3.31 -0.21
C3 -2.01 4.43 0.43
C4 -1.87 5.67 -0.20
Br1 -2.53 7.22 0.69
C5 -1.28 5.80 -1.43
C6 -0.80 4.65 -2.09
C7 -0.89 3.41 -1.47
O2 -0.47 2.25 -2.03
C8 -0.25 4.85 -3.45
N1 -0.22 6.03 -4.05
C9 0.35 5.79 -5.28
C10 0.64 6.68 -6.33
C11 1.24 6.17 -7.47
C12 1.56 4.80 -7.58
C13 1.28 3.91 -6.56
C14 0.67 4.43 -5.42
N2 0.27 3.86 -4.24
H1 -3.11 2.18 1.72
H2 -1.46 2.53 2.32
H3 -1.92 0.87 1.86
H4 -2.48 4.37 1.40
H5 -1.20 6.75 -1.93
H6 0.50 2.20 -2.12
H7 0.39 7.73 -6.24
H8 1.47 6.83 -8.29
H9 2.03 4.44 -8.48
H10 1.51 2.85 -6.62
H11 0.31 2.87 -4.06
O3 -2.43 -2.54 -0.64
N3 -2.42 -2.54 -1.96
C15 -3.06 -1.53 -2.59
C16 -3.08 -1.39 -3.95
C17 -2.40 -2.34 -4.72
C18 -1.75 -3.37 -4.09
C19 -1.74 -3.52 -2.68
S1 -0.95 -4.83 -1.91
H12 -3.54 -0.83 -1.92
H13 -3.60 -0.56 -4.40
H14 -2.36 -2.24 -5.80
H15 -1.19 -4.11 -4.64
C20 2.71 -5.49 0.60
C21 3.06 -4.13 1.09
C22 4.19 -3.61 1.70
C23 3.92 -2.23 1.86
N4 2.72 -1.93 1.41
N5 2.21 -3.09 0.96
C24 4.79 -1.15 2.43
H16 3.49 -6.20 0.86
H17 2.58 -5.49 -0.49
H18 1.77 -5.84 1.04
H19 5.09 -4.15 1.95
H20 1.32 -3.08 0.48
H21 5.82 -1.27 2.08
H22 4.80 -1.17 3.53
H23 4.42 -0.18 2.11
O4 3.93 -2.15 -2.67
C25 3.63 -1.02 -3.02
N6 2.41 -0.41 -2.92
S2 2.44 1.07 -3.43
O5 2.21 2.04 -2.36
O6 1.58 1.32 -4.58
C26 4.14 1.14 -3.93
C27 4.90 2.15 -4.51
C28 6.22 1.86 -4.81
C29 6.76 0.60 -4.53
C30 5.98 -0.39 -3.95
C31 4.66 -0.10 -3.65
H24 4.47 3.12 -4.72
H25 6.85 2.62 -5.26
H26 7.80 0.40 -4.77
H27 6.37 -1.38 -3.72
C32 -4.00 -5.21 3.14
Si1 -3.07 -4.35 1.71
C33 -4.14 -4.68 0.20
C34 -1.42 -5.21 1.61
As1 -2.53 -2.09 2.10
Si2 -4.69 -1.24 2.36
C35 -4.79 0.21 3.58
C36 -6.08 -2.40 2.89
C37 -5.21 -0.56 0.69
Si3 -1.83 -2.30 4.34
C38 -2.40 -3.62 5.57
C39 -2.04 -0.68 5.30
C40 0.04 -2.53 4.20
H28 -4.63 -6.00 2.74
H29 -4.64 -4.52 3.70
H30 -3.30 -5.66 3.85
H31 -3.48 -4.97 -0.63
H32 -4.68 -3.78 -0.11
H33 -4.87 -5.48 0.39
H34 -1.52 -6.30 1.53
H35 -0.82 -4.98 2.50
H36 -0.90 -4.85 0.72
H37 -3.83 0.71 3.72
H38 -5.13 -0.13 4.57
H39 -5.51 0.96 3.21
H40 -5.95 -2.73 3.93
H41 -6.12 -3.29 2.26
H42 -7.04 -1.88 2.82
H43 -4.37 0.00 0.24
H44 -6.07 0.11 0.77
H45 -5.46 -1.37 0.01
H46 -3.49 -3.68 5.64
H47 -2.01 -3.36 6.56
H48 -2.02 -4.60 5.29
H49 -3.09 -0.51 5.59
H50 -1.72 0.19 4.70
H51 -1.43 -0.71 6.21
H52 0.30 -3.59 4.04
H53 0.57 -2.19 5.09
H54 0.43 -1.98 3.33
N7 4.72 3.23 5.08
C41 4.34 3.98 4.00
O7 4.83 5.07 3.80
C42 3.29 3.39 3.10
C43 2.56 2.25 3.41
C44 1.64 1.77 2.49
N8 1.41 2.36 1.33
C45 2.10 3.46 1.03
C46 3.04 4.02 1.89
H55 5.51 3.55 5.59
H56 4.50 2.25 5.11
H57 2.68 1.72 4.35
H58 1.08 0.86 2.68
H59 1.90 3.90 0.06
H60 3.59 4.91 1.63



Of the structures shown above, arrangement iii is the most stable.